# 1
This record from the Open Molecules 2025 dataset describes C41H39As2Cl7N3O9S2SiY as an isolated structure at a distorted geometry. The level of theory is wB97M-V/def2-TZVPD.

Each line ends with the Mulliken charge.
Atoms and positions in Å:
Y (0.69744, 0.51886, 0.15691)  -1.029
O (-0.63998, -1.64757, 2.90895)  -0.249
C (-1.56853, -2.70619, 2.93910)  -0.858
C (-2.10628, -3.19045, 1.61203)  0.721
C (-3.36517, -3.78903, 1.54134)  -0.891
C (-3.87243, -4.12686, 0.30476)  -0.396
C (-3.10050, -3.89003, -0.82637)  -0.929
C (-1.84390, -3.34131, -0.64775)  -0.487
N (-1.35263, -2.99905, 0.54124)  0.278
H (-0.01507, -1.82093, 2.15612)  0.024
H (-2.40765, -2.38244, 3.55850)  0.392
H (-1.08334, -3.56606, 3.42811)  0.148
H (-3.95178, -3.92880, 2.44154)  0.391
H (-4.86862, -4.54339, 0.21321)  0.359
H (-3.46314, -4.10898, -1.82190)  0.441
H (-1.18355, -3.18020, -1.49655)  0.668
Cl (5.05007, -4.17933, 2.90072)  -0.260
C (4.41872, -2.82876, 2.00738)  0.106
C (5.26987, -1.87880, 1.48394)  0.500
Cl (6.98708, -2.02371, 1.70341)  -0.253
C (4.75105, -0.80799, 0.74228)  0.474
Cl (5.79383, 0.37570, 0.03167)  -0.250
C (3.38579, -0.67725, 0.52124)  -0.931
O (2.86976, 0.29053, -0.19685)  -0.074
C (2.49216, -1.67791, 1.05874)  0.128
O (1.20709, -1.54897, 0.80558)  0.450
C (3.03686, -2.72043, 1.79188)  0.649
Cl (1.94861, -3.92873, 2.40343)  -0.251
O (1.27262, 0.40254, 2.77679)  -0.393
As (-0.39575, 1.03255, 3.01565)  -0.243
O (0.25948, 2.85252, 3.44574)  -0.811
O (-0.86540, 1.29047, 1.43635)  0.072
C (0.18224, 4.02446, 2.81835)  1.343
C (-0.76377, 4.95629, 3.26937)  -0.587
C (-0.89243, 6.20753, 2.69511)  -0.486
C (-0.06840, 6.59614, 1.64978)  -0.755
C (0.89669, 5.71024, 1.19367)  -0.627
C (1.03903, 4.45031, 1.75431)  -1.083
S (2.18316, 3.34142, 0.92958)  2.142
O (2.76611, 2.46004, 1.91944)  -0.900
O (3.11757, 4.15261, 0.19187)  -0.788
O (1.21857, 2.65482, 0.00455)  -0.357
H (1.90489, 1.15179, 2.69027)  0.340
H (-1.39912, 4.65107, 4.09189)  0.446
H (-1.64532, 6.89113, 3.07267)  0.353
H (-0.17650, 7.57281, 1.19497)  0.365
H (1.57134, 5.97451, 0.38948)  0.493
C (-2.98411, 4.04791, 0.80906)  -1.319
C (-1.82325, 3.57785, -0.07475)  0.281
N (-2.04337, 2.23345, -0.46539)  -0.284
C (-3.48781, 0.42828, -0.23802)  -0.275
S (-4.10127, -0.55676, 0.87127)  -0.366
N (-3.88632, 1.21219, -2.45051)  -0.173
C (-4.32298, 1.84851, -3.69135)  -0.530
C (-5.41584, 2.86833, -3.36439)  -1.144
H (-3.00492, 5.13778, 0.88592)  0.406
H (-2.87807, 3.62991, 1.81044)  0.193
H (-3.93220, 3.69731, 0.39777)  0.383
H (-0.86513, 3.75950, 0.38838)  -0.693
H (-1.86942, 4.12389, -1.03837)  0.424
H (-2.19882, 2.05159, -2.26111)  0.386
H (-4.79490, 0.56383, -2.25306)  0.091
H (-4.70474, 1.09501, -4.38150)  0.319
H (-3.43176, 2.35386, -4.07765)  0.297
H (-6.21711, 2.36941, -2.81326)  0.304
H (-5.84282, 3.30690, -4.26975)  0.435
H (-5.01693, 3.66296, -2.73476)  0.214
C (4.79347, -3.97068, -1.15945)  -0.243
C (5.14380, -2.78822, -1.79045)  -0.704
C (4.17778, -1.96462, -2.35406)  -0.488
C (2.82696, -2.30672, -2.31213)  0.922
C (2.49597, -3.49300, -1.63711)  -0.043
C (3.45597, -4.32885, -1.09175)  -1.167
As (1.26819, -1.06375, -2.44392)  1.323
C (2.50101, 0.25962, -3.37154)  0.311
C (3.14828, -0.12397, -4.54684)  -0.109
C (4.01721, 0.73125, -5.20708)  -0.815
C (4.29039, 1.98838, -4.68347)  -0.733
C (3.70228, 2.36005, -3.48552)  -0.867
C (2.81718, 1.50426, -2.84153)  -1.199
C (0.67595, -1.73017, -4.23144)  0.528
C (0.61015, -3.09994, -4.46141)  -0.391
C (0.17810, -3.60172, -5.68318)  -0.684
C (-0.18726, -2.73383, -6.69996)  -0.610
C (-0.10661, -1.36316, -6.48611)  -0.762
C (0.32493, -0.86754, -5.26695)  0.272
H (5.55144, -4.58668, -0.69036)  0.412
H (6.18041, -2.47345, -1.81501)  0.362
H (4.50014, -1.04409, -2.81479)  0.183
H (1.44741, -3.73719, -1.48919)  -0.087
H (3.15767, -5.23130, -0.57155)  0.330
H (2.98934, -1.12047, -4.93802)  0.507
H (4.49452, 0.40379, -6.12394)  0.392
H (4.96813, 2.66088, -5.19656)  0.353
H (3.92938, 3.31229, -3.02227)  0.540
H (2.39679, 1.84389, -1.90834)  0.795
H (0.90557, -3.78459, -3.67661)  0.257
H (0.13077, -4.67300, -5.84035)  0.370
H (-0.52258, -3.12095, -7.65497)  0.318
H (-0.37814, -0.67365, -7.27677)  0.392
H (0.38761, 0.20228, -5.11719)  0.323
Cl (-2.74433, 1.31463, -1.34578)  1.220
Si (-1.33557, 0.00492, -1.93138)  1.494
Cl (-0.30580, 1.80414, -3.03858)  -0.426
Cl (-2.34350, -1.07102, -3.49452)  -0.617

Summary:
- total charge = -2
- multiplicity = 1
- HOMO energy (spin up / spin down) (eV) = -1.3 / -1.3
- gap between HOMO and LUMO (spin up / spin down) (Ha) = 0.1925 / 0.1924



# 2
This record from the Open Molecules 2025 dataset describes C5H6O as an isolated structure at a distorted geometry. The level of theory is wB97M-V/def2-TZVPD.

Each line ends with the natural charge from an NBO analysis.
Atoms and positions in Å:
C (0.76478, -0.53200, -0.72757)  -0.431
C (-0.64784, 0.10921, -0.77821)  0.048
O (-1.11093, -0.95994, 0.08126)  -0.502
C (0.18339, -0.86611, 0.63583)  0.054
C (0.05520, 0.86017, 1.21458)  -0.228
C (-0.54550, 1.33410, 0.15550)  -0.246
H (0.84040, -1.39647, -1.39280)  0.214
H (1.64935, 0.10614, -0.77585)  0.207
H (-1.22663, 0.22680, -1.68722)  0.199
H (0.48043, -1.73954, 1.26479)  0.195
H (0.48271, 0.46897, 2.08102)  0.262
H (-0.90966, 2.32973, -0.07685)  0.226

Summary:
- total charge = 0
- multiplicity = 1
- HOMO energy (eV) = -9.1
- gap between HOMO and LUMO (Ha) = 0.3754



# 3
This record from the Open Molecules 2025 dataset describes a 14-piece molecular cluster, C32H70F18N14O40S18 overall at a distorted geometry. The level of theory is wB97M-V/def2-TZVPD.

Each line ends with the Mulliken charge.
Atoms and positions in Å:
C (-3.59794, 0.31160, 11.50548)  -0.995
C (-2.45546, 0.74731, 10.67050)  0.628
O (-1.96902, 1.89443, 10.75414)  -0.439
N (-2.02780, -0.19916, 9.53867)  -0.117
H (-1.47167, -0.96701, 9.88685)  0.420
H (-2.84081, -0.60161, 9.09466)  0.346
C (-1.26210, 0.55073, 8.44432)  -0.852
H (-4.35934, -0.20087, 10.91747)  0.340
H (-4.02810, 1.14019, 12.06808)  0.297
H (-3.12777, -0.45455, 12.12196)  0.332
H (-0.79287, 1.50523, 8.68274)  0.341
H (-1.90269, 0.66607, 7.56999)  0.321
H (-0.48071, -0.14341, 8.13494)  0.372
C (-2.85953, -0.41174, -12.64492)  -1.131
C (-3.72828, -0.74100, -11.48001)  0.618
O (-4.91284, -1.05690, -11.58789)  -0.448
N (-3.13949, -0.54692, -10.12347)  -0.056
H (-2.13337, -0.51033, -10.20408)  0.340
H (-3.35993, 0.37507, -9.77502)  0.362
C (-3.45566, -1.64429, -9.14110)  -0.789
H (-3.30352, -0.56407, -13.62867)  0.311
H (-1.94330, -0.97735, -12.47554)  0.380
H (-2.62090, 0.64695, -12.54334)  0.362
H (-4.42634, -1.41395, -8.70196)  0.350
H (-2.71896, -1.71483, -8.34085)  0.365
H (-3.43659, -2.63193, -9.60184)  0.330
C (5.23617, 11.52102, -4.23434)  -1.668
C (5.18771, 9.97327, -3.82179)  1.236
C (3.73581, 9.46601, -3.60256)  -0.966
C (3.65623, 7.98191, -3.49959)  -0.733
C (4.12852, 7.30710, -4.84783)  -1.172
C (5.56933, 7.70854, -5.15424)  1.266
N (5.73268, 9.21833, -5.03251)  0.583
O (6.82415, 9.76009, -5.65205)  -0.259
C (5.75459, 7.37107, -6.66301)  -1.712
C (6.55393, 7.05232, -4.05804)  -1.304
C (6.14999, 9.75087, -2.55708)  -1.403
H (4.57474, 11.83079, -5.04345)  0.394
H (6.22910, 11.84614, -4.54496)  0.449
H (5.00583, 12.16478, -3.38544)  0.429
H (2.95113, 9.66833, -4.33156)  0.357
H (3.36782, 9.98630, -2.71826)  0.430
H (2.61453, 7.67338, -3.41158)  0.415
H (4.12036, 7.49214, -2.64355)  0.380
H (3.54108, 7.57616, -5.72568)  0.468
H (4.01397, 6.22349, -4.82020)  0.409
H (4.98531, 7.62669, -7.39170)  0.404
H (5.78359, 6.28867, -6.78813)  0.446
H (6.67181, 7.80292, -7.06340)  0.443
H (7.41314, 7.72224, -4.02525)  0.329
H (6.88928, 6.05678, -4.34877)  0.385
H (6.03464, 7.04912, -3.09970)  0.279
H (5.99034, 8.93747, -1.84928)  0.368
H (6.18712, 10.66447, -1.96373)  0.361
H (7.14158, 9.47714, -2.91755)  0.386
C (-2.02243, 0.91252, -0.68764)  -1.673
C (-1.43588, -0.34317, -1.33490)  1.237
C (-0.67498, 0.07011, -2.59021)  -1.164
C (0.42445, -0.90045, -3.05212)  -0.612
C (1.45592, -1.03851, -1.92098)  -1.383
C (0.83909, -1.66519, -0.59255)  1.425
N (-0.46058, -0.97489, -0.30859)  0.658
O (-1.04053, -1.40484, 0.86192)  -0.250
C (1.75099, -1.53818, 0.63545)  -1.674
C (0.53114, -3.13796, -0.94712)  -1.443
C (-2.47625, -1.52045, -1.74796)  -1.662
H (-2.52936, 0.66053, 0.24383)  0.456
H (-2.76579, 1.34696, -1.35606)  0.412
H (-1.22876, 1.60950, -0.41852)  0.455
H (-0.23969, 1.04736, -2.38144)  0.435
H (-1.37624, 0.23623, -3.40797)  0.496
H (0.88056, -0.61009, -3.99854)  0.463
H (-0.03114, -1.87680, -3.21730)  0.259
H (1.99033, -0.09933, -1.77801)  0.436
H (2.23926, -1.62360, -2.40279)  0.492
H (1.38928, -2.05738, 1.52297)  0.424
H (2.23362, -0.58358, 0.84502)  0.394
H (2.65345, -2.12908, 0.47898)  0.493
H (1.14216, -3.44756, -1.79500)  0.330
H (-0.54873, -3.24083, -1.05388)  0.350
H (0.78010, -3.78623, -0.10696)  0.412
H (-2.17326, -2.20383, -2.54124)  0.394
H (-3.42224, -1.12128, -2.11385)  0.428
H (-2.77168, -2.23342, -0.97821)  0.415
C (-6.44912, -8.21556, 3.17263)  -1.349
C (-4.95591, -7.92682, 3.25195)  -0.402
C (-4.27074, -8.28486, 4.62018)  -0.660
N (-2.78729, -7.90901, 4.83572)  0.106
C (-2.67889, -6.43838, 5.44169)  -0.988
C (-1.97979, -8.00441, 3.53775)  -0.717
C (-1.43406, -9.44261, 3.42423)  -0.590
C (-1.48721, -9.98874, 4.87226)  -0.611
C (-2.09810, -8.94798, 5.82410)  -0.724
H (-6.72260, -9.13933, 3.68249)  0.352
H (-6.70298, -8.35123, 2.12133)  0.364
H (-7.07705, -7.45221, 3.63211)  0.352
H (-4.74303, -6.89125, 2.98671)  0.382
H (-4.45789, -8.56964, 2.52610)  0.306
H (-4.22586, -9.36831, 4.73065)  0.420
H (-4.68548, -7.78912, 5.49786)  0.425
H (-3.43958, -5.75845, 5.05807)  0.348
H (-1.63269, -6.17938, 5.27897)  0.399
H (-2.81574, -6.64939, 6.50228)  0.470
H (-1.15478, -7.31344, 3.71108)  0.449
H (-2.49649, -7.52146, 2.70836)  0.478
H (-0.45778, -9.46181, 2.93988)  0.446
H (-2.19225, -10.03968, 2.91751)  0.192
H (-0.44119, -10.13537, 5.14140)  0.366
H (-2.07385, -10.90738, 4.87908)  0.352
H (-1.32945, -8.30046, 6.24603)  0.493
H (-2.79442, -9.22527, 6.61552)  0.341
N (-6.17636, -1.78923, 7.62203)  -0.193
S (-7.47566, -2.53987, 7.97014)  0.989
O (-7.81527, -3.49745, 6.94277)  -0.578
O (-8.53463, -1.88738, 8.76209)  -0.569
F (-6.78505, -3.57988, 9.06924)  -0.342
S (-6.74711, -0.97823, 6.28548)  1.092
O (-8.09573, -0.48463, 6.19779)  -0.544
O (-6.30174, -1.55201, 5.06676)  -0.561
F (-5.90351, 0.41832, 6.43553)  -0.290
N (-4.49851, 3.48086, -7.31386)  -0.115
S (-5.83941, 3.75236, -6.64807)  1.009
O (-6.63247, 4.94999, -7.01943)  -0.595
O (-5.98854, 3.30802, -5.28760)  -0.555
F (-6.53143, 2.59890, -7.51204)  -0.315
S (-3.70325, 4.73575, -6.54937)  0.972
O (-3.36360, 4.65033, -5.10335)  -0.551
O (-3.85524, 6.07910, -7.07054)  -0.563
F (-2.31502, 4.26209, -7.19934)  -0.286
N (-5.19695, -6.47089, -5.51272)  -0.218
S (-6.45546, -6.71413, -4.83435)  1.050
O (-6.67569, -6.13718, -3.53540)  -0.575
O (-7.15153, -7.94211, -5.16081)  -0.613
F (-7.31890, -5.65855, -5.64749)  -0.318
S (-4.35498, -7.68052, -4.56704)  1.050
O (-4.17037, -8.96265, -5.16039)  -0.549
O (-4.42225, -7.73026, -3.08518)  -0.524
F (-2.87072, -6.95803, -4.71713)  -0.304
N (2.05399, 5.94015, 5.36212)  -0.297
S (2.33903, 5.19398, 3.84555)  1.065
O (1.74981, 3.90819, 3.64566)  -0.567
O (3.49311, 5.52910, 3.03720)  -0.538
F (1.22174, 6.00422, 2.98488)  -0.309
S (3.43139, 5.57609, 5.82260)  1.129
O (4.41637, 6.55726, 5.46835)  -0.591
O (3.73929, 4.20506, 5.96668)  -0.578
F (3.19193, 5.76347, 7.37596)  -0.316
N (7.69345, -4.85154, 1.74762)  -0.176
S (7.00453, -6.34257, 2.20270)  1.055
O (7.82971, -7.53042, 1.98625)  -0.538
O (5.53535, -6.47476, 2.32365)  -0.579
F (7.30765, -6.20547, 3.80457)  -0.302
S (7.92746, -5.27119, 0.35339)  1.052
O (6.75367, -5.40954, -0.53448)  -0.610
O (9.16658, -6.04641, 0.12840)  -0.590
F (8.48204, -3.82475, -0.13314)  -0.311
N (1.73499, -0.32568, -10.50860)  -0.156
S (2.90625, -1.55960, -10.88693)  1.010
O (3.98327, -1.68644, -9.90610)  -0.506
O (3.09769, -1.94485, -12.30052)  -0.541
F (1.86395, -2.72483, -10.32688)  -0.310
S (2.82760, 0.72882, -10.55676)  1.021
O (3.71263, 0.87999, -11.71412)  -0.587
O (3.43936, 1.12640, -9.28543)  -0.602
F (2.02065, 2.08331, -10.86476)  -0.326
N (-5.76564, 8.39920, 4.41544)  -0.234
S (-6.99913, 9.45437, 4.14002)  1.085
O (-8.38208, 8.99993, 4.25930)  -0.549
O (-6.70942, 10.50606, 3.14942)  -0.576
F (-6.79819, 10.23947, 5.59431)  -0.324
S (-6.23405, 7.36600, 3.43360)  1.097
O (-6.39978, 7.73860, 2.04274)  -0.576
O (-7.12524, 6.35675, 3.94131)  -0.585
F (-4.79972, 6.51098, 3.40718)  -0.337
N (10.43249, 2.57075, 1.37672)  -0.212
S (9.29131, 3.39954, 1.02776)  1.069
O (8.14155, 2.82357, 0.35391)  -0.613
O (9.49606, 4.82592, 0.72496)  -0.612
F (8.66816, 3.47626, 2.54417)  -0.326
S (11.36276, 3.04134, 0.10184)  1.126
O (12.39022, 4.03585, 0.45148)  -0.596
O (10.75559, 3.02849, -1.22689)  -0.557
F (12.25382, 1.69991, 0.04831)  -0.280
N (1.27182, -4.32416, 10.08109)  -0.214
S (1.17051, -5.25727, 11.32155)  1.078
O (2.05238, -4.89759, 12.41098)  -0.556
O (0.50137, -6.56663, 11.24517)  -0.595
F (-0.09383, -4.40508, 11.90966)  -0.361
S (2.82026, -5.06418, 9.75136)  1.023
O (2.85156, -6.44175, 9.35917)  -0.541
O (3.98626, -4.51559, 10.43930)  -0.536
F (2.89878, -4.36164, 8.27244)  -0.295

Summary:
- total charge = -4
- multiplicity = 1
- HOMO energy (eV) = -3.5
- gap between HOMO and LUMO (Ha) = 0.0709